This record from the OMol25 dataset describes a cluster of 4 separate species, C21H52N2O9PS in total in a non-equilibrium geometry. The level of theory is wB97M-V/def2-TZVPD.

XYZ file:
```
86
Properties=species:S:1:pos:R:3:forces:R:3
S -8.80754 -1.94152 -0.92020 0.7 0.3 -0.2
P -7.22345 -1.15543 -1.69333 -3.0 -0.2 0.4
O 1.04302 3.95649 -2.34916 0.4 -0.2 0.2
O -0.26533 1.26121 -3.18754 0.0 -0.1 -0.3
O 6.47399 2.35430 -0.55659 0.2 0.0 -0.4
O 7.36496 -0.28365 -1.83425 -0.1 0.1 0.1
O -3.47065 -2.65334 4.68352 -0.1 0.4 0.1
O 8.54993 0.51271 0.85308 -0.2 -0.5 -0.1
O 2.75932 1.68778 -3.42410 -0.2 0.0 0.1
O -6.06827 -1.62490 5.95149 0.0 -0.1 -0.2
O -6.09834 -2.43936 3.02145 -0.3 -0.1 0.1
N -5.78855 -2.22215 -1.35355 -1.0 2.1 -1.1
N -4.72906 -1.81245 -2.22515 2.4 -1.8 1.1
C -6.60428 -1.22034 3.55660 0.4 0.0 0.1
C -5.84864 -0.80461 4.81225 0.0 0.1 0.1
C 1.43684 4.55018 -1.12531 -0.3 0.0 -0.1
C 2.01782 4.06432 -3.37869 -0.3 -0.2 -0.1
C -3.68336 -1.27360 -1.60748 0.7 0.1 0.3
C -0.98817 0.81295 -4.31632 0.0 0.3 0.2
C -2.34506 -2.08426 -1.63902 0.0 2.5 -1.4
C -5.54351 -2.95195 5.93137 0.0 0.0 0.1
C 0.75678 0.36936 -2.76780 0.0 0.2 0.2
C 8.56462 0.44264 -1.57998 0.1 0.0 -0.1
C 8.50449 -0.44057 1.89711 0.0 0.3 0.0
C -4.02485 -3.04743 5.93123 -0.1 -0.3 -0.1
C -2.29303 -1.87919 4.80264 -0.1 -0.2 -0.2
C 5.63841 1.36545 -1.13283 0.0 -0.1 0.3
C 2.01910 1.11200 -2.35371 0.1 0.1 0.0
C 9.28242 0.08312 -0.28608 -0.1 0.4 0.0
C -3.65130 0.10951 -0.90362 0.7 -0.9 0.6
C 2.16212 2.75955 -4.14978 0.1 0.1 -0.1
C 6.23941 -0.02651 -0.99964 0.0 0.0 0.0
C 6.55271 3.54603 -1.31189 0.0 -0.1 0.3
C -7.10574 -3.34256 2.60088 0.4 0.0 -0.1
H 2.49330 4.37195 -0.90648 0.0 0.0 0.0
H 4.68005 1.39183 -0.59414 -0.1 -0.2 -0.1
H -7.95959 -3.35334 3.28204 0.0 0.1 0.0
H -7.31964 -1.04379 -3.12031 0.9 -0.2 0.7
H 2.99357 4.35301 -2.97577 0.0 0.0 0.1
H -6.67398 -4.34517 2.58676 0.0 0.1 0.0
H 8.38396 -1.45846 1.51556 0.1 0.0 0.0
H -2.64525 0.25121 -0.43896 -0.9 -0.1 -0.3
H -2.14712 -1.34658 3.86101 0.0 -0.1 0.0
H 1.00376 -0.35719 -3.55028 0.0 0.1 -0.1
H 9.23535 0.18503 -2.40464 -0.1 -0.1 0.0
H 9.40937 -0.37495 2.50826 0.0 -0.2 0.1
H -6.47228 -0.44491 2.79086 -0.1 0.2 0.1
H 8.39365 1.51550 -1.65873 0.0 0.1 0.3
H 5.43700 1.57315 -2.19004 0.1 0.0 0.0
H 0.37088 -0.18359 -1.89903 0.2 -0.1 0.0
H 7.44887 4.08157 -0.99649 -0.1 0.0 0.1
H -1.42917 -2.52642 4.98072 0.1 0.1 0.1
H 10.25155 0.59501 -0.26491 0.1 -0.1 -0.2
H 0.84643 4.09623 -0.32721 0.0 0.1 -0.1
H -5.54446 -2.24367 -0.35431 -0.2 0.0 0.0
H -5.90028 -3.41318 6.85546 0.0 0.1 0.0
H -6.21465 0.18607 5.09684 -0.1 -0.1 0.0
H -4.39526 0.23374 -0.08464 0.1 0.1 -0.8
H -1.53350 -1.38381 -1.32945 -0.5 -0.8 -0.1
H 1.21749 2.44960 -4.59512 -0.2 0.1 0.2
H -7.43450 -3.08360 1.59048 -0.3 -0.1 0.0
H -6.87862 0.14050 -1.22326 0.6 -0.6 -0.2
H 2.83872 2.95090 -4.98714 0.1 0.0 0.1
H 6.64176 3.34172 -2.38379 -0.1 0.0 0.0
H 5.67763 4.17599 -1.12003 0.0 0.1 -0.2
H 1.81085 1.85565 -1.58452 -0.2 0.0 0.0
H 2.69464 0.38255 -1.89816 0.0 0.0 -0.1
H -3.72225 0.89732 -1.69460 -0.3 -0.7 0.5
H 6.46648 -0.26423 0.03954 0.0 0.2 0.1
H 1.23519 5.62487 -1.14471 0.1 0.1 0.1
H -3.62477 -2.44653 6.75523 0.0 0.1 -0.1
H -3.73775 -4.09281 6.10376 -0.1 0.0 0.2
H -4.78298 -0.68458 4.61838 0.0 -0.2 -0.2
H 7.64038 -0.21057 2.52298 0.1 0.1 0.0
H -0.32970 0.37664 -5.07308 0.0 -0.1 0.0
H -6.08630 -3.16414 -1.65580 0.2 0.2 0.3
H -2.14563 -2.33174 -2.70833 -0.1 -0.4 0.8
H 9.46096 -0.99650 -0.26226 -0.1 0.0 0.0
H -2.37595 -1.13484 5.60052 0.0 0.0 0.0
H -5.97892 -3.52776 5.11517 0.2 0.0 -0.1
H -7.67050 -1.29904 3.78807 0.0 -0.1 0.0
H -1.48261 1.67768 -4.76049 0.0 0.0 0.1
H 1.68220 4.84774 -4.06776 0.2 0.0 -0.1
H -2.38213 -2.96743 -0.96785 -0.4 0.5 -0.6
H 5.47772 -0.74408 -1.31907 0.0 0.0 -0.1
H -1.75082 0.08371 -4.01594 0.0 -0.1 -0.2
```
Forces are in eV/Å.

Calculated values
Charge   +1
LUMO energy   -5.07 eV
Highest occupied orbital energy   -10.239 eV
Molecular weight   539.693 g/mol
Energy above the lowest of the compared OMol25 structures with the same formula, charge and spin   24.18 kcal/mol



This record from the OMol25 dataset describes the molecule C4H6ClFN2 in a non-equilibrium geometry. The level of theory is wB97M-V/def2-TZVPD.

XYZ file:
```
14
Properties=species:S:1:pos:R:3:forces:R:3
Cl -1.17572 2.65146 -1.36740 0.7 -1.0 -0.5
F 0.35025 -0.83684 -2.49159 0.2 0.6 1.6
N 1.34027 -1.34174 1.57189 -1.1 -1.7 4.0
N 1.25360 -1.00291 0.31675 -0.1 -0.7 -2.5
C 0.30133 -0.22364 -0.04058 0.4 1.1 -1.1
C 0.08556 0.13631 -1.52478 0.1 -1.1 1.2
C -0.51781 1.17229 -2.08162 -0.7 0.6 -0.2
C -0.60242 0.34671 1.01826 -2.0 0.9 0.3
H 0.46284 -0.97165 2.15228 2.7 -2.0 -1.1
H -1.46211 -0.57661 1.12012 2.2 2.8 0.6
H 0.08141 0.63107 2.01660 -2.3 -0.6 -2.5
H 1.76582 -2.35122 1.81995 -1.4 3.4 -1.1
H -0.71581 1.01541 -3.13889 -0.1 0.6 0.1
H -1.16721 1.35135 0.62900 1.4 -2.8 1.3
```
Forces are in eV/Å.

Calculated values
LUMO energy   0.73 eV
Highest occupied orbital energy   -8.585 eV
SMILES string   CC(=N\N)/C(F)=C\Cl
Molecular weight   136.557 g/mol
Energy above the lowest of the compared OMol25 structures with the same formula, charge and spin   77.66 kcal/mol



This record from the OMol25 dataset describes a structure of composition C2H4N2 in a non-equilibrium geometry. The level of theory is wB97M-V/def2-TZVPD.

XYZ file:
```
8
Properties=species:S:1:pos:R:3:forces:R:3
N -1.48368 0.10629 0.03341 2.0 4.0 -2.6
N 0.20048 0.03652 -0.82557 -3.3 -1.2 0.6
C 1.03983 -0.56900 0.19418 2.0 -2.6 1.8
C 1.08811 0.68702 0.04867 0.1 1.6 0.5
H 1.31721 1.70696 0.24923 0.3 0.2 0.1
H 1.48122 -1.48282 0.78753 -1.5 1.8 -1.8
H -2.15268 0.33764 -0.74795 0.9 -0.8 1.0
H -1.49049 -0.82262 0.26050 -0.5 -3.1 0.3
```
Forces are in eV/Å.

Calculated values
LUMO energy   1.14 eV
Highest occupied orbital energy   -8.293 eV
Molecular weight   56.068 g/mol
Energy above the lowest of the compared OMol25 structures with the same formula, charge and spin   133.24 kcal/mol